## i
C2H8N5 | ωB97M-V/def2-TZVPD

Last columns: bonded neighbours and bond lengths (Å).
Element x y z (Å)
1 N -1.450 -1.108 0.162  N4 1.340, H12 1.038, H14 1.071
2 N -0.192 0.061 -1.879  C6 1.223
3 N 1.681 0.396 0.887  C7 1.253, H10 1.018
4 N -0.170 -0.788 -0.074  N1 1.340, C7 1.352
5 N -0.444 0.349 2.069  C7 1.614, H8 0.991, H11 1.037, H13 1.037
6 C 0.741 0.436 -2.574  N2 1.223, H9 1.122, H15 1.176
7 C 0.505 -0.031 0.820  N3 1.253, N4 1.352, N5 1.614
8 H -0.116 0.123 2.976  N5 0.991
9 H 0.652 0.651 -3.672  C6 1.122
10 H 2.466 0.282 0.249  N3 1.018
11 H -1.266 -0.142 1.670  N5 1.037
12 H -2.029 -0.269 -0.039  N1 1.038
13 H -0.354 1.382 2.104  N5 1.037
14 H -1.880 -1.836 -0.494  N1 1.071
15 H 1.856 0.493 -2.204  C6 1.176

Properties
Charge = +1
Kohn-Sham gap (spin up / spin down) = 8.53 / 8.09 eV
2S+1 = 1
E_LUMO (spin up / spin down) = -4.81 / -5.27 eV

Results of the Löwdin charge analysis, in e, for atoms 1 through 2:
1 N -0.003
2 N 0.117



## ii
C2H8N5 | ωB97M-V/def2-TZVPD

Last columns: bonded neighbours and bond lengths (Å).
Element x y z (Å)
1 N 0.724 1.357 -0.930  C6 1.354, H14 0.992, H15 1.015
2 N -3.262 -0.257 0.712  N3 1.170, H9 1.091
3 N -2.281 0.297 0.400  N2 1.170, N5 1.688
4 N -0.082 -0.810 -0.280  N5 1.374, C6 1.361, H11 1.026
5 N -1.402 -0.698 -0.643  N3 1.688, N4 1.374, H13 0.999
6 C 0.874 0.159 -0.317  N1 1.354, N4 1.361, C7 1.484
7 C 2.118 -0.182 0.418  C6 1.484, H8 1.149, H10 1.133, H12 1.158
8 H 2.035 -0.687 1.446  C7 1.149
9 H -3.979 0.387 1.222  N2 1.091
10 H 2.859 0.665 0.544  C7 1.133
11 H 0.032 -1.456 0.509  N4 1.026
12 H 2.848 -0.721 -0.302  C7 1.158
13 H -1.789 -1.563 -0.326  N5 0.999
14 H -0.142 1.450 -1.406  N1 0.992
15 H 1.447 2.059 -1.048  N1 1.015

Properties
Charge = +1
SMILES string = [H]/N=N/N/[NH+]=C(/C)N
Kohn-Sham gap = 9.25 eV
2S+1 = 1
E_LUMO = -4.00 eV

Results of the Löwdin charge analysis, in e, for atoms 1 through 2:
1 N 0.238
2 N 0.053



Of them, i has the lowest stability.



## i
C10H13O2P | ωB97M-V/def2-TZVPD

Last columns: bonded neighbours and bond lengths (Å).
Element x y z (Å)
1 P 2.433 0.041 -1.380  O2 1.479, O3 1.643, H26 1.465
2 O 1.123 0.033 -2.068  P1 1.479
3 O 2.051 -0.175 0.202  P1 1.643, C11 1.414
4 C 0.977 -1.042 2.113  C11 1.509, H21 1.049, H22 1.119, H24 1.188
5 C -2.778 1.589 -0.974  C6 1.364, C12 1.365, H25 1.103
6 C -2.346 2.798 -0.513  C5 1.364, C10 1.385, H23 1.150
7 C -0.289 1.700 0.062  C9 1.473, C10 1.350, H19 1.187
8 C 1.407 -2.576 0.157  C11 1.544, H15 1.084, H18 1.094, H20 1.163
9 C -0.813 0.375 -0.311  C7 1.473, C12 1.419, C13 1.399
10 C -1.038 2.817 -0.056  C6 1.385, C7 1.350, H14 1.123
11 C 1.095 -1.134 0.612  O3 1.414, C4 1.509, C8 1.544, C13 1.497
12 C -2.058 0.429 -0.988  C5 1.365, C9 1.419, H17 1.149
13 C -0.192 -0.861 -0.101  C9 1.399, C11 1.497, H16 1.037
14 H -0.559 3.796 0.214  C10 1.123
15 H 1.231 -2.710 -0.905  C8 1.084
16 H -0.850 -1.641 -0.282  C13 1.037
17 H -2.572 -0.471 -1.482  C12 1.149
18 H 2.450 -2.862 0.321  C8 1.094
19 H 0.734 1.938 0.616  C7 1.187
20 H 0.705 -3.237 0.809  C8 1.163
21 H 0.221 -0.345 2.322  C4 1.049
22 H 0.775 -2.043 2.571  C4 1.119
23 H -2.999 3.742 -0.583  C6 1.150
24 H 1.886 -0.536 2.686  C4 1.188
25 H -3.807 1.538 -1.368  C5 1.103
26 H 3.213 -1.163 -1.674  P1 1.465

Properties
Charge = 0
Kohn-Sham gap (spin up / spin down) = 5.32 / 8.44 eV
2S+1 = 1
E_LUMO (spin up / spin down) = -1.78 / -0.57 eV

Results of the Löwdin charge analysis, in e, for atoms 1 through 2:
1 P 0.768
2 O -0.368



## ii
C10H13O2P | ωB97M-V/def2-TZVPD

Last columns: bonded neighbours and bond lengths (Å).
Element x y z (Å)
1 P -0.529 0.967 -0.426  O3 1.451, C5 1.833, C8 2.179, C11 1.814
2 O -2.497 1.382 1.732  C8 1.382, H17 0.938
3 O -0.640 2.353 -0.841  P1 1.451
4 C 3.868 -0.260 0.422  C6 1.400, C13 1.428, H20 1.088
5 C 1.204 0.457 -0.116  P1 1.833, C9 1.376, C12 1.420
6 C 2.830 -1.198 0.469  C4 1.400, C9 1.422, H24 1.082
7 C -2.535 -0.744 0.617  C8 1.512, C10 1.550, H15 1.105, H16 1.162
8 C -1.713 0.333 1.289  P1 2.179, O2 1.382, C7 1.512, H19 1.073
9 C 1.484 -0.863 0.151  C5 1.376, C6 1.422, H23 1.063
10 C -2.676 -0.577 -0.917  C7 1.550, C11 1.551, H14 1.122, H18 1.085
11 C -1.234 -0.357 -1.445  P1 1.814, C10 1.551, H25 1.039, H26 1.122
12 C 2.249 1.411 -0.240  C5 1.420, C13 1.352, H21 1.017
13 C 3.535 1.058 -0.016  C4 1.428, C12 1.352, H22 0.999
14 H -3.183 0.333 -1.334  C10 1.122
15 H -3.582 -0.688 0.964  C7 1.105
16 H -1.978 -1.763 0.667  C7 1.162
17 H -3.227 1.471 1.150  O2 0.938
18 H -3.167 -1.409 -1.412  C10 1.085
19 H -0.906 -0.065 1.874  C8 1.073
20 H 4.932 -0.332 0.634  C4 1.088
21 H 1.844 2.320 -0.449  C12 1.017
22 H 4.279 1.722 -0.076  C13 0.999
23 H 0.866 -1.726 0.203  C9 1.063
24 H 2.839 -2.246 0.735  C6 1.082
25 H -1.228 -0.212 -2.474  C11 1.039
26 H -0.834 -1.367 -1.163  C11 1.122

Properties
Charge = 0
SMILES string = O=[P@]1(c2ccccc2)CCC[C@@H]1O
Kohn-Sham gap = 9.27 eV
2S+1 = 1
E_LUMO = 0.72 eV

Results of the Löwdin charge analysis, in e, for atoms 1 through 2:
1 P 0.793
2 O -0.020



Of them, i has the lowest stability.



## i
C3H9BO2S | ωB97M-V/def2-TZVPD

Last columns: bonded neighbours and bond lengths (Å).
Element x y z (Å)
1 S 1.222 1.699 1.310  C4 1.895, C6 1.621
2 O -0.457 -1.640 0.253  B7 1.333, H15 1.066
3 O 1.291 -1.267 -1.341  B7 1.371, H8 0.939
4 C -0.673 1.662 1.336  S1 1.895, H9 1.091, H10 0.979, H16 1.112
5 C -1.029 -0.351 -1.833  B7 1.646, H11 1.068, H12 1.038, H14 1.118
6 C 1.530 0.131 1.577  S1 1.621, H13 1.050
7 B -0.027 -1.331 -0.970  O2 1.333, O3 1.371, C5 1.646
8 H 1.940 -1.889 -1.070  O3 0.939
9 H -0.801 2.679 1.710  C4 1.091
10 H -0.961 1.607 0.402  C4 0.979
11 H -0.457 0.491 -2.159  C5 1.068
12 H -1.563 -0.828 -2.584  C5 1.038
13 H 2.570 -0.012 1.601  C6 1.050
14 H -1.824 0.079 -1.175  C5 1.118
15 H 0.304 -1.879 0.958  O2 1.066
16 H -1.065 0.849 1.986  C4 1.112

Properties
Charge = 0
Kohn-Sham gap = 8.74 eV
2S+1 = 1
E_LUMO = 0.02 eV

Results of the Löwdin charge analysis, in e, for atoms 1 through 2:
1 S 0.856
2 O 0.097



## ii
C3H9BO2S | ωB97M-V/def2-TZVPD

Last columns: bonded neighbours and bond lengths (Å).
Element x y z (Å)
1 S 1.498 -0.980 0.537  C5 1.863, B7 1.787
2 O -1.403 -0.825 0.064  C6 1.383, B7 1.672
3 O -0.039 1.307 -0.005  C4 1.405, B7 1.339
4 C -1.213 2.063 0.148  O3 1.405, H9 1.107, H11 1.003, H13 1.097
5 C 2.654 0.261 -0.235  S1 1.863, H8 1.105, H10 1.144, H16 1.167
6 C -1.426 -2.206 -0.020  O2 1.383, H12 1.078, H14 1.066, H15 1.126
7 B 0.025 0.007 0.312  S1 1.787, O2 1.672, O3 1.339
8 H 2.364 0.423 -1.288  C5 1.105
9 H -1.070 2.634 1.086  C4 1.107
10 H 3.688 -0.174 -0.014  C5 1.144
11 H -1.971 1.411 0.229  C4 1.003
12 H -2.344 -2.583 0.400  C6 1.078
13 H -1.364 2.626 -0.782  C4 1.097
14 H -1.485 -2.507 -1.041  C6 1.066
15 H -0.488 -2.744 0.293  C6 1.126
16 H 2.574 1.288 0.315  C5 1.167

Properties
Charge = 0
SMILES string = COB(OC)SC
Kohn-Sham gap = 9.88 eV
2S+1 = 1
E_LUMO = 0.59 eV

Results of the Löwdin charge analysis, in e, for atoms 1 through 2:
1 S 0.915
2 O -0.163



Of them, i has the lowest stability.